Formula: C3H2ClF3
Source: the Open Molecules 2025 dataset
Level of theory: wB97M-V/def2-TZVPD

Computed properties:
E ... -875.1580 hartree
Energy relative to the best compared isomer or geometry (same formula, charge and spin) ... 3.033 eV

Last columns: bonded neighbours and bond lengths (Å).
Cartesian coordinates (Å):
1 C 0.75 -0.12 0.67  C2 1.322, F4 1.337, H8 1.079
2 C 1.31 -0.53 -0.45  C1 1.322, F5 1.330, H9 1.080
3 C -1.63 0.94 -0.65  F6 1.328, Cl7 1.664
4 F 0.26 -0.96 1.59  C1 1.337
5 F 1.45 -1.81 -0.78  C2 1.330
6 F -2.00 1.86 0.24  C3 1.328
7 Cl -2.48 -0.46 -0.37  C3 1.664
8 H 0.66 0.92 0.94  C1 1.079
9 H 1.69 0.15 -1.20  C2 1.080